# C6H9FNS

A gas-phase ion, C6H9FNS (charge +1) (wB97M-V/def2-TZVPD, OMol25).

Geometry (Å):
1 C -0.418 -0.954 1.449
2 C -1.281 -0.161 0.879
3 C 1.292 -2.198 0.158
4 C 0.811 -1.136 0.751
5 C -1.104 0.388 -0.491
6 C -0.003 1.354 -0.678
7 N 0.736 1.323 -1.758
8 F 1.461 0.073 0.863
9 S 0.247 2.525 0.540
10 H -0.510 -1.324 2.462
11 H -2.198 0.103 1.317
12 H 2.146 -2.216 -0.552
13 H -0.967 -0.421 -1.134
14 H -2.041 0.957 -0.703
15 H 0.596 -2.930 0.076
16 H 1.375 1.978 -1.874
17 H 0.661 0.597 -2.387
18 H -0.804 2.042 1.082

Properties
Gap between HOMO and LUMO: 0.347 hartree
ΔE to the lowest compared entry with this formula, charge and spin: 117.4 kJ/mol
Net charge: +1

# C6H10N3

A gas-phase ion, C6H10N3 (charge +1) (wB97M-V/def2-TZVPD, OMol25).

Geometry (Å):
1 C -2.694 0.145 0.403
2 C -1.958 0.122 -0.733
3 C -0.213 -0.431 -0.748
4 N 0.378 0.065 -1.931
5 C 1.418 0.882 -1.539
6 N 1.506 1.157 -0.264
7 N 0.414 0.427 0.448
8 C 0.879 -0.300 1.615
9 C 2.106 -0.235 2.084
10 H -3.700 0.427 0.427
11 H -2.343 -0.059 1.299
12 H -2.161 0.452 -1.749
13 H -0.182 -1.544 -0.516
14 H 0.397 -0.444 -2.839
15 H 2.008 1.396 -2.267
16 H -0.167 1.108 0.787
17 H 0.107 -0.795 2.068
18 H 2.105 -0.627 3.008
19 H 2.892 0.493 1.716

Properties
Gap between HOMO and LUMO: 0.408 hartree
ΔE to the lowest compared entry with this formula, charge and spin: 491.8 kJ/mol
Net charge: +1
Structure (SMILES): C=C[C@H]1NC=N[N@@H+]1C=C